## P
{
  "formula": "C3H8NO2P",
  "method": "the ωB97M-V functional and the def2-TZVPD basis",
  "elements": ["P", "O", "O", "N", "C", "C", "C", "H", "H", "H", "H", "H", "H", "H", "H"],
  "xyz": [[-2.740, 0.159, 0.302], [-3.008, 1.598, 0.207], [-3.881, -0.594, -0.439], [3.029, 0.476, 0.757], [0.742, 0.306, -0.475], [2.210, -0.077, -0.331], [-0.165, -0.691, -0.509], [-0.024, -1.692, -0.763], [3.473, 1.286, 0.410], [2.290, 0.846, 1.487], [0.246, 1.246, -0.323], [2.183, -1.090, -0.130], [2.780, 0.052, -1.347], [-2.909, -0.328, 1.649], [-4.225, -1.498, -0.494]],
  "nbo_charge": [1.76, -1.04, -1.04, -0.80, -0.32, -0.25, -0.23, 0.16, 0.35, 0.35, 0.23, 0.19, 0.19, -0.10, 0.54],
  "lumo_energy_ev": [-0.73, -0.47],
  "e_homo_ev": [-8.928, -8.689],
  "gap_ev": [8.2, 8.2],
  "multiplicity": 1
}

=====

## Q
{
  "formula": "C3H8NO2P",
  "method": "the ωB97M-V functional and the def2-TZVPD basis",
  "elements": ["P", "O", "O", "N", "C", "C", "C", "H", "H", "H", "H", "H", "H", "H", "H"],
  "xyz": [[1.066, 0.164, -0.458], [1.383, -0.978, 0.668], [2.051, 1.258, -0.560], [-0.421, 2.213, 1.230], [-0.664, -1.453, -0.486], [0.288, -1.078, -1.680], [-0.055, -0.642, 0.631], [-0.286, -0.794, -2.583], [0.820, -1.970, -1.828], [-0.403, -0.378, 1.584], [-1.720, -1.153, -0.612], [-0.131, 1.854, 2.169], [-0.697, -2.576, -0.283], [0.196, 3.012, 0.957], [-1.428, 2.523, 1.253]],
  "nbo_charge": [2.02, -0.78, -1.01, -1.11, -0.44, -0.72, -0.21, 0.24, 0.24, 0.22, 0.22, 0.37, 0.22, 0.39, 0.37],
  "lumo_energy_ev": 0.78,
  "e_homo_ev": -9.253,
  "gap_ev": 10.0,
  "multiplicity": 1
}

=====

## R
{
  "formula": "C3H8NO2P",
  "method": "the ωB97M-V functional and the def2-TZVPD basis",
  "elements": ["P", "O", "O", "N", "C", "C", "C", "H", "H", "H", "H", "H", "H", "H", "H"],
  "xyz": [[-2.437, -0.416, -0.502], [-3.332, 0.950, -0.101], [-2.347, -1.500, 0.837], [0.320, 0.085, -0.637], [-0.849, 0.399, 0.134], [2.557, -0.646, -0.327], [1.424, -0.146, 0.088], [2.779, -1.020, -1.315], [1.309, 0.210, 1.190], [3.363, -0.800, 0.421], [-0.740, 0.137, 1.180], [-4.350, 0.972, -0.122], [-1.151, 1.472, -0.033], [-2.956, -2.253, 0.820], [0.464, 0.229, -1.688]],
  "nbo_charge": [1.26, -1.02, -1.00, -0.65, -0.51, -0.54, 0.02, 0.19, 0.18, 0.20, 0.24, 0.51, 0.20, 0.49, 0.41],
  "lumo_energy_ev": 0.57,
  "e_homo_ev": -7.665,
  "gap_ev": 8.2,
  "multiplicity": 1
}

=====

Stability check: which of them is least stable? P.

=====

## P
{
  "formula": "C3H11N2S",
  "method": "the ωB97M-V functional and the def2-TZVPD basis",
  "elements": ["S", "N", "N", "C", "C", "C", "H", "H", "H", "H", "H", "H", "H", "H", "H", "H", "H"],
  "xyz": [[-0.599, -1.622, 1.666], [0.515, -2.081, -0.593], [-0.190, 0.768, -0.338], [1.170, 1.040, -0.635], [-0.601, -1.647, -0.043], [-0.668, 1.520, 0.770], [-1.381, -1.153, -0.616], [-1.522, 0.960, 1.008], [0.064, 1.330, 1.626], [-0.760, 1.143, -1.136], [-0.839, 2.528, 0.538], [1.944, 0.900, 0.068], [1.392, 1.922, -1.239], [1.337, -2.305, -0.021], [0.607, -2.127, -1.548], [1.559, 0.323, -1.376], [-2.028, -1.498, 1.869]],
  "nbo_charge": [0.16, -0.68, -0.61, -0.46, 0.06, -0.41, 0.28, 0.19, 0.20, 0.37, 0.21, 0.22, 0.22, 0.43, 0.42, 0.19, 0.21],
  "lumo_energy_ev": -4.38,
  "charge": 1,
  "e_homo_ev": -13.483,
  "gap_ev": 9.1,
  "multiplicity": 1
}

=====

## Q
{
  "formula": "C3H11N2S",
  "method": "the ωB97M-V functional and the def2-TZVPD basis",
  "elements": ["S", "N", "N", "C", "C", "C", "H", "H", "H", "H", "H", "H", "H", "H", "H", "H", "H"],
  "xyz": [[-2.841, 0.307, 0.798], [0.300, -0.084, -1.770], [1.042, 1.859, -0.408], [0.205, -1.910, -0.023], [1.108, 0.545, 0.304], [0.535, -0.553, -0.586], [-0.331, -0.594, -2.407], [-0.439, -2.428, -0.668], [1.864, 2.227, -0.709], [-3.727, 1.300, 0.567], [-0.234, -1.969, 1.011], [-2.362, 0.606, -0.375], [2.241, 0.308, 0.544], [0.785, 0.725, 1.262], [0.470, 2.425, 0.299], [0.291, 1.037, -1.543], [1.182, -2.443, -0.037]],
  "nbo_charge": [-0.28, -0.67, -0.82, -0.71, -0.33, 0.48, 0.44, 0.25, 0.40, 0.18, 0.29, 0.11, 0.26, 0.26, 0.42, 0.46, 0.28],
  "lumo_energy_ev": -4.32,
  "charge": 1,
  "e_homo_ev": -13.259,
  "gap_ev": 8.9,
  "multiplicity": 1
}

=====

## R
{
  "formula": "C3H11N2S",
  "method": "the ωB97M-V functional and the def2-TZVPD basis",
  "elements": ["S", "N", "N", "C", "C", "C", "H", "H", "H", "H", "H", "H", "H", "H", "H", "H", "H"],
  "xyz": [[1.170, 0.099, -0.527], [-1.713, -1.566, 0.740], [-1.162, 0.335, 1.928], [0.964, -0.380, -2.264], [1.291, 1.883, -0.611], [-1.935, -0.684, 1.669], [0.246, -1.184, -2.308], [-2.360, -2.317, 0.547], [0.820, 2.210, -1.527], [0.721, 0.485, -2.861], [0.661, 2.307, 0.172], [-0.347, 0.521, 1.353], [-2.834, -0.803, 2.252], [2.293, 2.265, -0.497], [-1.479, 0.976, 2.638], [1.891, -0.801, -2.627], [-0.905, -1.511, 0.131]],
  "nbo_charge": [0.11, -0.70, -0.71, -0.72, -0.74, 0.40, 0.22, 0.44, 0.24, 0.24, 0.21, 0.43, 0.23, 0.24, 0.44, 0.24, 0.43],
  "lumo_energy_ev": -3.34,
  "charge": 1,
  "e_homo_ev": -12.463,
  "gap_ev": 9.1,
  "multiplicity": 1
}

=====

Stability check: which of them is least stable? P.

=====

## P
{
  "formula": "C3H11N2S",
  "method": "the ωB97M-V functional and the def2-TZVPD basis",
  "elements": ["S", "N", "N", "C", "C", "C", "H", "H", "H", "H", "H", "H", "H", "H", "H", "H", "H"],
  "xyz": [[1.008, 1.158, -0.641], [-2.596, 0.412, -0.483], [1.499, -1.522, -0.099], [-1.656, -0.652, 0.079], [1.979, 1.412, 0.907], [0.879, -0.546, -0.898], [2.919, 0.828, 0.700], [-1.869, -1.674, -0.213], [0.559, -0.696, -1.886], [2.159, 2.425, 0.966], [1.756, -1.213, 0.903], [-2.217, 1.336, -0.312], [1.499, 1.048, 1.880], [-2.633, 0.186, -1.449], [-3.645, 0.233, -0.180], [2.073, -2.283, -0.476], [-1.713, -0.452, 1.203]],
  "nbo_charge": [0.35, -0.71, -0.78, -0.60, -0.74, 0.01, 0.24, 0.20, 0.23, 0.25, 0.42, 0.43, 0.24, 0.42, 0.43, 0.43, 0.18],
  "lumo_energy_ev": [-3.82, -3.82],
  "charge": 1,
  "e_homo_ev": [-10.971, -10.972],
  "gap_ev": [7.1, 7.2],
  "multiplicity": 1
}

=====

## Q
{
  "formula": "C3H11N2S",
  "method": "the ωB97M-V functional and the def2-TZVPD basis",
  "elements": ["S", "N", "N", "C", "C", "C", "H", "H", "H", "H", "H", "H", "H", "H", "H", "H", "H"],
  "xyz": [[0.260, -1.404, -0.416], [-0.964, 1.122, 1.452], [-1.930, 1.211, -0.637], [1.161, -0.386, -1.568], [1.501, -1.966, 0.776], [-1.500, 1.775, 0.463], [-0.589, 1.640, 2.231], [1.236, -2.959, 1.109], [2.145, -0.129, -1.178], [2.475, -1.994, 0.316], [-1.862, 2.779, 0.632], [0.679, 0.567, -1.801], [1.404, -1.376, 1.684], [1.300, -0.891, -2.520], [-2.551, 1.686, -1.277], [-0.954, 0.112, 1.503], [-1.808, 0.213, -0.768]],
  "nbo_charge": [0.12, -0.70, -0.70, -0.76, -0.72, 0.40, 0.43, 0.25, 0.24, 0.24, 0.23, 0.22, 0.21, 0.24, 0.44, 0.44, 0.43],
  "lumo_energy_ev": -3.73,
  "charge": 1,
  "e_homo_ev": -12.280,
  "gap_ev": 8.6,
  "multiplicity": 1
}

=====

Stability check: which of them is least stable? P.

=====

## P
{
  "formula": "C3H11N2S",
  "method": "the ωB97M-V functional and the def2-TZVPD basis",
  "elements": ["S", "N", "N", "C", "C", "C", "H", "H", "H", "H", "H", "H", "H", "H", "H", "H", "H"],
  "xyz": [[-2.244, 1.664, 1.532], [0.547, 0.906, 1.539], [-1.842, -1.026, -0.253], [-0.699, 0.337, 1.537], [1.712, -0.654, -1.183], [-1.239, 0.033, 0.207], [2.508, 0.006, -0.871], [1.040, 1.174, 2.358], [1.041, -1.236, -0.594], [-2.403, -1.085, -1.094], [1.197, 0.101, -1.834], [-0.820, -0.285, 2.477], [-1.102, 0.745, -0.473], [0.937, 1.059, 0.609], [-1.830, -1.995, 0.159], [2.161, -1.384, -1.901], [-1.877, 2.685, 0.669]],
  "nbo_charge": [0.00, -0.80, -0.69, -0.07, -0.90, 0.19, 0.24, 0.43, 0.21, 0.44, 0.21, 0.27, 0.21, 0.40, 0.43, 0.25, 0.17],
  "lumo_energy_ev": -4.36,
  "charge": 1,
  "e_homo_ev": -13.647,
  "gap_ev": 9.3,
  "multiplicity": 1
}

=====

## Q
{
  "formula": "C3H11N2S",
  "method": "the ωB97M-V functional and the def2-TZVPD basis",
  "elements": ["S", "N", "N", "C", "C", "C", "H", "H", "H", "H", "H", "H", "H", "H", "H", "H", "H"],
  "xyz": [[1.232, -0.208, 0.915], [-3.945, 1.533, -0.245], [-1.967, 0.837, 0.764], [-2.650, 1.586, -0.071], [2.342, -1.525, 0.354], [2.969, -1.323, -0.992], [-2.292, -0.050, 1.126], [2.184, 0.731, 1.024], [1.785, -2.443, 0.457], [-2.114, 2.264, -0.723], [-4.383, 1.938, -1.061], [-1.114, 1.234, 1.131], [3.562, -0.408, -1.020], [3.080, -1.690, 1.137], [3.597, -2.163, -1.278], [2.238, -1.201, -1.796], [-4.523, 0.887, 0.278]],
  "nbo_charge": [-0.12, -0.69, -0.71, 0.41, -0.50, -0.62, 0.44, 0.14, 0.23, 0.23, 0.44, 0.45, 0.21, 0.23, 0.23, 0.21, 0.43],
  "lumo_energy_ev": -3.97,
  "charge": 1,
  "e_homo_ev": -12.183,
  "gap_ev": 8.2,
  "multiplicity": 1
}

=====

Stability check: which of them is least stable? P.